# C41H34BrCl2FeN5O4P

A molecular structure, C41H34BrCl2FeN5O4P (ωB97M-V/def2-TZVPD, OMol25).

Computed properties:
Relative energy (zero: lowest compared OMol25 entry of this formula, charge and spin) = 1.769 eV
⟨S²⟩ = 8.770
Spin multiplicity = 6
DFT total energy = -197474.6363 eV
HOMO-LUMO gap (spin up / spin down) = 8.59 / 7.55 eV
HOMO energy (spin up / spin down) = -0.3075 / -0.3074 hartree
Charge = 0
LUMO level (spin up / spin down) = 0.22 / -0.82 eV

Last column: Mulliken charge in e.
CARTESIAN COORDINATES (ANGSTROEM)
Br1 -3.479 -1.232 -3.208  -0.1111
Fe1 0.783 -0.540 0.326  1.6745
Cl1 1.993 -2.481 -4.112  -0.1618
Cl2 -0.068 -0.483 -4.395  -0.1204
P1 -1.395 0.881 0.128  1.2701
O1 1.115 -0.053 -1.841  0.0002
O2 3.249 0.025 -2.507  -0.6260
O3 1.679 -4.483 -1.078  -0.7696
O4 0.925 -2.517 -0.386  0.0090
N1 1.066 -0.111 4.938  -0.0365
N2 -1.467 -1.989 1.028  0.6940
N3 1.078 -0.350 2.763  0.4447
N4 -2.699 -0.235 0.134  0.4070
N5 3.214 -0.540 0.477  0.8102
C1 -2.243 -2.675 -3.068  -0.4344
C2 1.812 4.243 0.246  -0.9835
C3 1.142 3.026 0.282  0.2320
C4 1.009 -1.457 4.696  -0.9865
C5 5.910 -0.777 -0.059  -0.5922
C6 -2.352 2.143 3.867  -0.6416
C7 -2.591 -1.562 0.451  -0.3092
C8 -2.381 -4.202 1.063  -0.9237
C9 -1.583 -4.883 -3.667  -0.8379
C10 3.790 -1.730 0.421  -0.3624
C11 -2.257 3.329 1.365  -0.3559
C12 1.261 1.995 3.625  -0.8427
C13 3.898 3.065 0.280  -0.8503
C14 1.840 1.841 0.302  1.2026
C15 -2.614 4.075 2.475  -0.8636
C16 -1.378 -3.286 1.314  0.0602
C17 -0.286 -3.616 -2.092  0.2608
C18 -2.465 -3.823 -3.806  -0.4473
C19 5.309 0.464 -0.027  -1.4066
C20 2.062 -0.199 -2.643  -0.1575
C21 3.230 1.834 0.280  1.7001
C22 -0.988 2.163 -2.308  -0.0789
C23 -1.929 1.821 -1.346  0.7376
C24 -1.383 2.833 -3.453  -0.8725
C25 3.943 0.557 0.245  -0.3263
C26 1.024 -1.587 3.342  -0.6727
C27 0.895 -3.548 -1.123  -0.5347
C28 -0.503 -4.784 -2.810  -0.9062
C29 -2.715 3.153 -3.647  -0.6399
C30 1.115 0.525 3.742  -0.0829
C31 -2.656 3.488 3.729  -0.6802
C32 -3.558 -3.753 0.476  -0.5021
C33 -3.658 2.812 -2.689  -1.1010
C34 -1.161 -2.547 -2.223  1.3201
C35 3.195 4.253 0.256  -1.1706
C36 5.139 -1.905 0.167  -1.0242
C37 1.632 -0.742 -4.067  0.2986
C38 -2.014 1.390 2.759  -0.8864
C39 -3.671 -2.417 0.175  -1.0748
C40 -3.267 2.163 -1.534  -0.9381
C41 -1.970 1.974 1.496  0.8554
H1 -0.450 -3.621 1.753  0.0658
H2 -3.026 3.672 -4.542  0.4189
H3 -0.647 3.106 -4.195  0.4748
H4 -4.004 1.942 -0.772  0.5243
H5 0.047 1.897 -2.155  0.3531
H6 -2.202 3.811 0.399  0.5069
H7 6.965 -0.868 -0.267  0.4137
H8 -2.915 4.081 4.594  0.3956
H9 5.559 -2.896 0.130  0.4772
H10 -3.309 -3.888 -4.476  0.4614
H11 -2.380 1.684 4.845  0.4779
H12 0.633 2.505 4.352  0.4530
H13 -4.366 -4.435 0.250  0.4329
H14 1.005 2.310 2.618  -0.1528
H15 -1.767 0.342 2.859  0.2929
H16 0.060 3.040 0.300  -0.1053
H17 2.301 2.271 3.805  0.3737
H18 -3.470 -0.027 -0.492  0.2079
H19 1.255 5.169 0.222  0.5137
H20 3.147 -2.586 0.570  0.3111
H21 4.976 3.101 0.303  0.3661
H22 -0.966 -1.626 -1.689  0.0104
H23 -2.239 -5.242 1.305  0.4705
H24 -4.702 3.048 -2.841  0.4220
H25 5.884 1.350 -0.242  0.3923
H26 0.199 -5.594 -2.685  0.5016
H27 1.096 0.317 5.849  0.1992
H28 1.022 -2.470 2.736  0.3866
H29 -2.867 5.119 2.362  0.4484
H30 -4.560 -2.021 -0.290  0.5198
H31 -1.753 -5.791 -4.225  0.4044
H32 2.209 -0.261 -4.859  0.4912
H33 3.726 5.194 0.238  0.3757
H34 0.958 -2.180 5.484  0.4502

# C41H34GeN4O3Tl

A molecular structure, C41H34GeN4O3Tl (ωB97M-V/def2-TZVPD, OMol25).

Computed properties:
Relative energy (zero: lowest compared OMol25 entry of this formula, charge and spin) = 0.097 eV
DFT total energy = -116376.8663 eV
HOMO-LUMO gap = 5.31 eV
HOMO energy = -0.1183 hartree
Charge = -1
LUMO level = 2.09 eV

Last column: Mulliken charge in e.
CARTESIAN COORDINATES (ANGSTROEM)
Tl1 0.067 0.642 0.172  1.1967
Ge1 -2.523 2.108 1.356  1.8620
O1 -0.789 0.167 -2.547  -0.4079
O2 6.040 -5.736 -0.037  -0.4624
O3 0.475 -0.698 2.258  -0.3220
N1 6.509 -1.749 3.855  -0.5067
N2 5.625 -0.989 4.304  -0.5316
N3 2.515 -0.201 0.529  -0.2297
N4 -1.156 -1.652 -0.464  0.2929
C1 -3.401 -0.191 3.124  -0.0453
C2 5.159 -3.585 2.812  -0.5411
C3 5.055 -4.604 1.871  -0.2896
C4 2.798 -0.463 1.826  0.6087
C5 -1.225 -1.130 -2.864  -0.7498
C6 7.294 -2.982 1.929  -0.2360
C7 -2.168 -3.253 -1.897  -0.8160
C8 -4.035 4.087 -0.223  -0.5320
C9 1.957 -0.776 4.084  -0.7546
C10 -4.216 -0.229 0.873  -0.5037
C11 4.128 -0.530 2.301  0.7144
C12 6.268 -2.744 2.840  -0.0693
C13 4.838 -0.010 0.057  -1.0180
C14 4.841 -6.481 -0.162  -0.8301
C15 -0.672 3.878 5.427  -0.4323
C16 -1.546 2.089 -0.315  -1.4384
C17 -0.277 2.627 4.965  -0.7352
C18 -4.784 -2.024 2.379  -0.5094
C19 6.065 -4.786 0.933  0.9710
C20 -5.095 3.472 1.840  0.1082
C21 -6.141 4.352 1.572  -0.7009
C22 -4.024 3.330 0.951  -0.6241
C23 5.148 -0.249 1.364  -0.4026
C24 -5.081 4.964 -0.500  -0.5303
C25 -0.836 2.102 3.801  -0.0945
C26 3.489 -0.009 -0.329  -0.4041
C27 1.653 -0.663 2.716  0.0740
C28 -1.803 2.811 3.075  -0.0249
C29 3.270 -0.793 4.539  -0.4940
C30 -6.134 5.101 0.400  -0.3681
C31 -1.450 -2.427 0.585  -0.3992
C32 7.191 -3.976 0.974  -0.5997
C33 -1.626 4.597 4.720  -0.6595
C34 -4.044 -1.405 3.378  -0.5613
C35 -1.515 -2.045 -1.683  0.6440
C36 4.360 -0.782 3.687  -0.2159
C37 -2.447 -4.068 -0.815  -0.2824
C38 -3.475 0.420 1.869  -0.0125
C39 -4.872 -1.429 1.121  -0.6008
C40 -2.182 4.069 3.557  -0.2023
C41 -2.090 -3.647 0.454  -1.0830
H1 -5.287 -2.965 2.575  0.3833
H2 4.647 -7.087 0.727  0.3209
H3 7.982 -4.147 0.252  0.4069
H4 -0.507 1.125 3.451  0.1737
H5 5.611 0.196 -0.673  0.3825
H6 4.975 -7.139 -1.016  0.2362
H7 -5.076 5.545 -1.416  0.3726
H8 -2.319 -4.236 1.333  0.4726
H9 3.199 0.194 -1.357  0.4736
H10 -1.146 -2.045 1.557  0.5601
H11 -2.955 -5.015 -0.960  0.3986
H12 4.366 -3.453 3.535  0.3809
H13 8.178 -2.353 1.973  0.4119
H14 3.475 -0.901 5.600  0.3586
H15 -6.946 5.789 0.189  0.3541
H16 -2.837 0.287 3.921  0.3512
H17 -3.205 3.985 -0.919  0.3397
H18 1.129 -0.860 4.778  0.5114
H19 -1.430 0.684 -1.986  0.2004
H20 4.175 -5.232 1.876  0.3695
H21 -2.921 4.649 3.016  0.2790
H22 -4.272 0.222 -0.116  0.2779
H23 -1.934 5.578 5.069  0.3723
H24 -3.970 -1.863 4.360  0.3895
H25 -0.415 -1.576 -3.447  0.2870
H26 -0.234 4.290 6.330  0.3557
H27 6.178 -0.207 1.688  0.5692
H28 0.477 2.060 5.502  0.4333
H29 -2.107 -1.120 -3.510  0.3711
H30 -6.961 4.453 2.275  0.3695
H31 -2.456 -3.543 -2.903  0.4321
H32 3.984 -5.827 -0.339  0.3491
H33 -5.112 2.882 2.754  0.3796
H34 -5.445 -1.910 0.333  0.4256

Which formula does entry 1 have? C41H34BrCl2FeN5O4P